Entry 1:
The following is a DFT calculation (ωB97M-V with the def2-TZVPD basis set) of one molecule with the formula C20H26F3NO6.

## Properties
charge: 0
HOMO-LUMO gap: 8.32 eV
structure (SMILES): CCOC(=O)C(C(=O)OCC)(C(=O)OCC)[C@@H](c1ccc(C(F)(F)F)cc1)N(C)C
HOMO level: -0.3082 Eh

Last column: Mulliken charge in e.
Geometry (Å):
C  -0.86  -4.34  -1.04  -1.15
C  0.46  -3.71  -0.71  -0.19
O  0.17  -2.42  -0.06  -0.26
C  1.23  -1.60  0.11  -0.62
C  0.86  -0.28  0.68  2.99
C  1.63  -0.19  1.97  -0.64
O  2.37  -1.08  2.35  -0.65
O  1.46  0.95  2.69  -0.04
C  2.29  1.09  3.86  -0.30
C  1.67  2.09  4.80  -1.20
C  -0.62  -0.10  0.84  -0.14
O  -1.46  -0.23  -0.04  -0.62
O  -1.00  0.35  2.07  -0.38
C  -2.37  0.78  2.15  -0.08
C  -2.66  1.53  3.44  -1.26
O  2.37  -1.92  -0.22  -0.60
H  -0.63  -5.29  -1.54  0.40
H  -1.45  -4.55  -0.13  0.34
H  -1.46  -3.69  -1.70  0.19
H  1.05  -4.34  -0.02  0.38
H  1.05  -3.51  -1.62  0.28
H  2.39  0.11  4.33  0.34
H  3.27  1.43  3.52  0.29
H  2.38  2.33  5.60  0.41
H  1.41  3.03  4.30  0.29
H  0.78  1.68  5.28  0.29
H  -2.55  1.46  1.30  0.23
H  -2.99  -0.12  2.06  0.31
H  -3.70  1.87  3.38  0.42
H  -2.58  0.90  4.34  0.31
H  -2.03  2.42  3.56  0.27
C  2.40  2.60  -0.04  -0.88
N  1.18  2.00  -0.54  0.43
C  -0.03  2.80  -0.46  -1.41
C  1.19  0.67  -0.91  -1.13
C  0.40  0.24  -2.07  0.34
C  -0.55  1.01  -2.78  -0.31
C  -1.46  0.42  -3.67  -0.97
C  -1.32  -0.91  -4.01  0.24
C  -2.37  -1.62  -4.82  0.87
F  -1.86  -2.60  -5.62  -0.28
F  -3.31  -2.22  -4.03  -0.26
F  -3.05  -0.76  -5.63  -0.27
C  -0.21  -1.61  -3.57  -0.81
C  0.67  -1.01  -2.67  -0.60
H  2.18  3.52  0.51  0.34
H  2.93  1.91  0.63  0.29
H  3.10  2.86  -0.85  0.28
H  -0.08  3.29  0.52  0.39
H  -0.08  3.59  -1.23  0.28
H  -0.92  2.16  -0.57  0.59
H  2.14  0.15  -0.73  1.10
H  -0.65  2.09  -2.61  0.43
H  -2.31  0.97  -4.07  0.45
H  -0.06  -2.65  -3.89  0.53
H  1.58  -1.54  -2.40  0.75

Entry 2:
The following is a DFT calculation (ωB97M-V with the def2-TZVPD basis set) of C12H24Li2O22PbS5 as an isolated structure.

## Properties
2S+1: 2
charge: +1
HOMO-LUMO gap (alpha / beta): 5.16 / 7.44 eV
HOMO level (alpha / beta): -0.3360 / -0.4194 Eh

Last column: Löwdin spin population.
Geometry (Å):
Pb  2.16  0.20  -3.30  0.66
Li  1.77  2.89  -1.34  0.04
Li  -0.80  0.62  -4.80  0.08
O  1.27  0.99  -0.94  0.04
C  0.03  0.40  -0.58  0.00
C  -1.00  -0.05  -1.75  0.00
O  -0.59  -0.31  -3.06  0.06
H  -0.47  0.90  0.25  0.00
H  0.23  -0.52  -0.03  0.00
H  -1.85  0.63  -1.69  0.00
H  -1.52  -0.95  -1.42  0.00
C  -2.30  4.29  0.35  0.00
C  -1.25  4.29  1.40  0.00
O  -0.30  5.36  1.04  0.00
S  -0.59  5.87  -0.53  0.00
O  -0.02  4.84  -1.43  0.00
O  -0.40  7.28  -0.71  0.00
O  -2.16  5.52  -0.34  0.00
H  -3.25  4.42  0.88  0.00
H  -2.31  3.43  -0.31  0.00
H  -0.65  3.38  1.36  0.00
H  -1.62  4.40  2.42  0.00
C  -1.79  2.81  5.13  0.00
C  -0.85  1.82  5.85  0.00
O  -1.28  0.54  5.46  0.00
S  -1.83  0.54  3.95  0.00
O  -3.20  0.07  3.98  0.00
O  -0.95  -0.15  2.99  0.00
O  -1.75  2.17  3.91  0.00
H  -1.37  3.80  5.27  0.00
H  -2.72  2.74  5.69  0.00
H  -0.82  1.86  6.94  0.00
H  0.17  1.97  5.49  0.00
C  0.77  -4.78  -2.15  0.00
C  -0.22  -3.79  -1.49  0.00
O  0.40  -2.98  -0.47  0.00
S  2.08  -3.02  -0.74  0.01
O  2.88  -3.22  0.44  0.00
O  2.48  -2.01  -1.72  0.08
O  2.03  -4.47  -1.58  0.00
H  0.89  -4.69  -3.23  0.00
H  0.54  -5.79  -1.83  0.00
H  -0.95  -4.49  -1.06  0.00
H  -0.59  -3.11  -2.26  0.00
C  2.92  -0.81  2.62  0.00
C  2.67  0.68  2.70  0.00
O  3.15  0.97  4.06  0.00
S  2.85  -0.29  5.11  0.00
O  1.49  -0.13  5.62  0.00
O  3.82  -0.46  6.16  0.00
O  2.94  -1.40  3.89  0.00
H  3.87  -1.00  2.12  0.00
H  2.14  -1.18  1.94  0.00
H  1.62  0.99  2.72  0.00
H  3.22  1.29  1.98  0.00
C  -1.62  -2.43  -6.41  0.00
C  -1.77  -3.20  -5.10  0.00
O  -0.55  -3.88  -4.97  0.00
S  0.75  -3.05  -5.70  0.00
O  1.11  -3.92  -6.79  0.00
O  1.69  -2.68  -4.60  0.01
O  -0.28  -1.84  -6.15  0.01
H  -2.46  -1.75  -6.54  0.00
H  -1.50  -3.08  -7.28  0.00
H  -2.46  -4.05  -5.11  0.00
H  -1.91  -2.49  -4.28  0.00

Entry 3:
The following is a DFT calculation (ωB97M-V with the def2-TZVPD basis set) of a 7-piece molecular cluster, C72H156F6NO7P4 overall.

## Properties
relative energy (zero: lowest compared OMol25 entry of this formula, charge and spin): 576.12 kJ/mol
charge: +1
HOMO-LUMO gap: 5.60 eV
HOMO level: -0.2755 Eh

Last column: Mulliken charge in e.
Geometry (Å):
C  -5.53  -3.28  0.00  -1.33
C  -5.44  -1.68  0.17  -0.18
C  -5.80  -0.89  -1.11  -0.36
C  -5.04  -1.30  -2.31  -0.05
P  -5.57  -0.66  -3.88  0.98
C  -4.97  1.02  -3.65  -0.42
C  -5.07  1.88  -4.87  -0.82
C  -4.58  3.38  -4.71  -0.12
C  -5.42  4.07  -3.60  -1.34
C  -7.40  -0.62  -4.14  -0.92
C  -7.86  -0.20  -5.56  -0.63
C  -9.27  -0.68  -5.85  -0.84
C  -10.43  -0.16  -4.93  -1.17
C  -4.56  -1.36  -5.42  -1.20
C  -3.04  -1.04  -5.32  -0.95
C  -2.24  -2.10  -4.44  -0.73
C  -1.11  -1.51  -3.67  -0.06
H  -4.89  -3.63  -0.81  0.25
H  -6.57  -3.55  -0.20  0.36
H  -5.28  -4.03  0.74  0.40
H  -4.43  -1.56  0.54  -0.27
H  -6.20  -1.48  0.93  0.53
H  -5.44  0.12  -0.90  0.01
H  -6.89  -0.87  -1.07  0.51
H  -5.11  -2.37  -2.50  0.71
H  -3.98  -1.04  -2.29  -0.61
H  -3.93  0.93  -3.33  0.32
H  -5.58  1.47  -2.86  0.72
H  -6.01  1.82  -5.42  0.06
H  -4.39  1.50  -5.64  0.15
H  -4.86  3.87  -5.65  0.41
H  -3.51  3.43  -4.49  -0.05
H  -6.49  3.91  -3.56  0.35
H  -5.19  5.13  -3.59  0.40
H  -5.10  3.77  -2.61  0.25
H  -7.90  -0.11  -3.32  0.72
H  -7.58  -1.66  -3.87  0.63
H  -7.14  -0.49  -6.33  0.42
H  -7.92  0.89  -5.67  0.29
H  -9.17  -1.77  -5.82  0.37
H  -9.41  -0.42  -6.90  0.42
H  -10.34  0.91  -4.75  0.34
H  -10.29  -0.56  -3.93  0.30
H  -11.40  -0.53  -5.27  0.38
H  -4.85  -0.84  -6.33  0.50
H  -4.83  -2.40  -5.60  0.58
H  -2.84  0.02  -5.15  0.30
H  -2.58  -1.11  -6.31  0.73
H  -1.81  -2.80  -5.15  0.68
H  -2.90  -2.66  -3.77  0.21
H  -0.41  -0.85  -4.18  -0.32
H  -0.57  -2.38  -3.28  0.18
H  -1.46  -0.95  -2.81  -0.07
C  -1.51  6.04  2.91  -1.37
C  -0.31  5.23  3.18  0.24
C  -0.73  3.85  3.63  -0.51
C  0.26  2.74  3.28  0.74
P  1.63  2.42  4.46  0.68
C  2.63  1.06  3.81  1.13
C  3.92  0.65  4.56  -1.14
C  5.02  -0.06  3.76  0.40
C  6.28  -0.54  4.42  -1.40
C  2.57  3.92  4.69  -1.74
C  3.08  4.75  3.43  0.75
C  4.61  4.61  3.27  -1.41
C  5.23  3.30  2.92  -0.21
C  0.89  1.98  6.05  -1.20
C  -0.08  0.72  5.97  -0.03
C  -0.76  0.39  7.43  -0.60
C  0.31  -0.13  8.32  -1.10
H  -2.26  6.11  3.70  0.40
H  -1.95  5.53  2.06  0.07
H  -1.43  7.10  2.65  0.42
H  0.32  5.86  3.79  0.26
H  0.21  5.16  2.22  0.01
H  -1.64  3.62  3.08  0.01
H  -0.96  3.80  4.70  0.41
H  0.55  2.87  2.23  -0.28
H  -0.36  1.85  3.20  -0.68
H  2.95  1.24  2.78  -0.26
H  2.04  0.14  3.84  -0.10
H  3.72  0.09  5.48  0.51
H  4.32  1.52  5.09  0.51
H  5.35  0.53  2.90  0.40
H  4.64  -0.97  3.29  -0.55
H  6.78  0.27  4.96  0.40
H  6.99  -0.98  3.73  0.41
H  6.09  -1.39  5.08  0.08
H  3.41  3.76  5.36  0.96
H  1.97  4.57  5.34  0.61
H  2.78  5.79  3.50  0.47
H  2.66  4.22  2.58  -0.72
H  5.19  4.88  4.16  0.42
H  4.88  5.39  2.56  0.48
H  6.10  3.45  2.28  0.52
H  4.52  2.64  2.42  -0.33
H  5.64  2.86  3.83  0.26
H  0.32  2.88  6.28  0.76
H  1.69  1.79  6.76  0.61
H  0.35  -0.20  5.59  0.00
H  -0.97  0.89  5.36  0.07
H  -1.62  -0.25  7.24  0.37
H  -1.14  1.32  7.85  0.37
H  1.07  0.63  8.53  0.32
H  0.92  -0.88  7.81  0.23
H  -0.10  -0.66  9.18  0.39
C  7.64  3.45  -3.26  -1.41
C  6.48  2.74  -2.55  -0.08
C  5.13  3.13  -3.12  -0.87
C  3.99  3.02  -2.15  -1.54
P  2.29  3.67  -2.53  0.93
C  2.37  5.27  -3.34  -0.79
C  1.06  5.97  -3.71  -0.72
C  0.34  5.28  -4.87  1.12
C  -0.73  6.18  -5.48  -1.84
C  1.45  2.33  -3.60  -0.35
C  2.35  2.12  -4.89  -0.77
C  1.58  1.37  -5.94  -0.69
C  0.36  2.12  -6.56  -0.96
C  1.38  3.88  -0.97  -1.91
C  -0.10  3.33  -0.85  1.51
C  -1.05  4.38  -1.36  0.45
C  -2.57  4.41  -0.84  -0.68
H  8.70  3.26  -3.12  0.39
H  7.41  4.51  -3.34  0.34
H  7.56  3.10  -4.29  0.33
H  6.48  3.00  -1.49  0.26
H  6.57  1.65  -2.62  0.23
H  4.92  2.61  -4.06  0.33
H  5.12  4.14  -3.53  0.39
H  4.14  3.69  -1.29  0.71
H  3.92  2.07  -1.62  0.35
H  3.02  5.18  -4.21  0.73
H  2.86  5.98  -2.68  0.57
H  1.39  6.95  -4.07  0.61
H  0.43  6.21  -2.86  0.23
H  -0.23  4.41  -4.55  -0.68
H  0.81  4.93  -5.79  0.35
H  -1.45  5.67  -6.12  0.38
H  -0.16  6.94  -6.02  0.44
H  -1.35  6.70  -4.75  0.35
H  0.44  2.68  -3.80  0.25
H  1.18  1.38  -3.12  0.39
H  3.12  1.38  -4.67  0.22
H  2.77  3.04  -5.29  0.50
H  1.12  0.43  -5.63  0.11
H  2.16  1.15  -6.84  0.45
H  -0.43  2.33  -5.84  -0.06
H  -0.04  1.45  -7.33  0.48
H  0.48  3.06  -7.10  0.32
H  1.43  4.93  -0.68  0.78
H  2.00  3.37  -0.23  0.47
H  -0.24  3.30  0.23  -0.28
H  -0.26  2.32  -1.23  -0.06
H  -1.16  4.35  -2.45  -0.82
H  -0.70  5.39  -1.14  0.49
H  -2.71  4.38  0.24  -0.43
H  -3.17  3.55  -1.11  -0.40
H  -3.21  5.26  -1.08  0.71
C  -0.93  -6.18  -2.42  -1.64
C  -0.09  -5.78  -1.19  -0.19
C  -0.13  -4.35  -0.73  0.53
C  0.97  -3.95  0.31  -0.02
P  1.21  -4.80  1.86  0.13
C  1.79  -6.43  1.64  -0.48
C  1.01  -7.50  2.44  -0.82
C  1.94  -8.80  2.50  -0.76
C  1.04  -10.06  2.75  -1.30
C  -0.57  -4.79  2.63  -1.44
C  -1.28  -3.40  2.90  1.01
C  -2.40  -3.49  3.95  -0.86
C  -3.00  -2.08  4.19  -0.60
C  2.31  -3.74  2.85  0.86
C  2.84  -4.29  4.21  -1.08
C  3.90  -3.37  4.82  0.34
C  4.40  -3.66  6.22  -1.72
H  -1.96  -5.83  -2.36  0.32
H  -1.00  -7.27  -2.33  0.47
H  -0.35  -6.07  -3.33  0.38
H  0.96  -5.94  -1.45  0.26
H  -0.31  -6.50  -0.40  0.02
H  -1.04  -4.36  -0.14  0.06
H  -0.20  -3.71  -1.61  -0.50
H  0.57  -2.99  0.61  -1.15
H  1.93  -3.85  -0.21  0.96
H  2.83  -6.46  1.95  0.37
H  1.84  -6.85  0.64  1.10
H  0.00  -7.72  2.09  0.37
H  0.98  -7.18  3.48  0.34
H  2.80  -8.72  3.17  0.49
H  2.54  -8.95  1.61  0.48
H  0.42  -10.10  1.86  0.33
H  0.30  -9.79  3.50  0.31
H  1.50  -10.99  3.11  0.36
H  -0.56  -5.42  3.52  0.65
H  -1.28  -5.27  1.96  0.66
H  -1.70  -2.86  2.05  -0.05
H  -0.51  -2.73  3.28  -0.46
H  -2.04  -3.89  4.90  0.47
H  -3.18  -4.12  3.52  0.32
H  -3.80  -2.10  3.45  0.14
H  -2.22  -1.32  4.09  -0.15
H  -3.39  -2.19  5.21  0.42
H  1.90  -2.75  3.06  -0.20
H  3.18  -3.60  2.21  -0.04
H  3.12  -5.33  4.09  0.61
H  2.15  -4.30  5.06  0.25
H  3.28  -2.48  4.85  -0.27
H  4.64  -3.13  4.06  0.51
H  4.73  -4.69  6.31  0.33
H  3.58  -3.48  6.92  0.35
H  5.18  -2.97  6.56  0.42
C  0.60  0.04  0.69  1.09
O  -0.80  0.19  0.28  0.53
O  0.59  -0.62  1.94  -0.46
C  1.61  -0.46  -0.52  -0.37
F  0.89  -1.01  -1.47  -0.02
F  2.20  0.57  -1.09  -0.08
F  2.53  -1.36  -0.17  0.31
C  -1.76  0.75  1.16  1.23
C  -3.09  0.83  0.43  -0.32
H  -3.95  0.30  0.85  0.38
H  -3.43  1.87  0.40  -0.28
H  -3.12  0.48  -0.61  -0.45
H  -1.77  1.69  1.71  -0.51
H  -2.04  0.03  1.93  -0.68
H  0.95  1.05  0.93  -1.21
C  4.90  -5.07  -0.04  1.46
O  5.56  -3.93  -0.68  -0.54
O  4.05  -5.75  -0.94  -0.88
C  5.99  -5.88  0.84  0.71
F  7.28  -5.67  0.49  -0.32
F  5.93  -5.48  2.09  -0.27
F  5.85  -7.16  0.96  -0.29
C  4.91  -2.63  -0.65  0.84
C  5.96  -1.65  -1.15  -1.41
H  5.58  -0.65  -1.34  0.06
H  6.68  -1.62  -0.33  0.38
H  6.50  -2.07  -2.00  0.43
H  4.63  -2.30  0.35  -0.16
H  4.10  -2.68  -1.38  0.06
H  4.24  -4.80  0.79  -1.05
N  -4.95  4.28  2.16  1.00
O  -5.10  4.87  3.19  -0.69
O  -4.30  3.20  2.15  -0.54
O  -5.54  4.83  1.26  -0.70

Entry 4:
The following is a DFT calculation (ωB97M-V with the def2-TZVPD basis set) of a 3-piece molecular cluster, C21H46ClN3O6S overall.

## Properties
relative energy (zero: lowest compared OMol25 entry of this formula, charge and spin): 0.00 kJ/mol
charge: 0
HOMO-LUMO gap: 8.23 eV
structure (SMILES): CC(=O)OCCC[C@@]1(Cl)OS(=O)(=O)O[C@@]1(C)CN.CCN(CC)CC.CCN(CC)CC
HOMO level: -0.2900 Eh

Last column: Mulliken charge in e.
Geometry (Å):
C  5.74  0.51  0.41  -1.01
C  4.33  0.75  0.88  0.80
O  3.87  0.32  1.90  -0.54
O  3.61  1.50  0.01  -0.42
C  2.22  1.15  -0.09  -0.76
C  1.35  2.02  0.83  -0.59
C  -0.03  2.38  0.25  -1.31
C  -1.23  1.76  0.96  1.03
Cl  -1.16  2.27  2.68  -0.16
O  -2.38  2.34  0.37  -0.42
S  -3.68  1.46  0.68  1.23
O  -4.53  1.53  -0.45  -0.62
O  -4.19  1.76  1.97  -0.54
O  -2.92  0.09  0.71  -0.24
C  -1.46  0.22  0.80  0.99
C  -1.00  -0.64  1.96  -1.97
C  -0.96  -0.28  -0.55  -0.59
N  -1.36  -1.66  -0.76  -0.65
H  6.01  1.19  -0.39  0.21
H  5.80  -0.52  0.05  0.26
H  6.42  0.63  1.25  0.38
H  2.12  0.09  0.17  0.45
H  1.95  1.26  -1.14  0.52
H  1.91  2.94  0.99  0.51
H  1.27  1.54  1.80  0.40
H  -0.19  3.45  0.33  0.42
H  -0.08  2.14  -0.81  0.54
H  0.08  -0.52  2.10  0.30
H  -1.50  -0.33  2.87  0.50
H  -1.23  -1.68  1.75  0.48
H  0.13  -0.24  -0.55  -0.10
H  -1.31  0.41  -1.33  0.40
H  -2.37  -1.74  -0.74  0.26
H  -1.04  -1.99  -1.66  0.26
C  8.39  1.96  -4.52  -1.52
C  7.20  1.29  -3.84  -0.05
N  5.92  1.76  -4.35  0.14
C  4.80  1.35  -3.53  -0.64
C  4.48  -0.15  -3.42  -0.99
C  5.73  1.66  -5.78  -0.71
C  5.86  0.27  -6.43  -0.95
H  8.31  3.05  -4.45  0.34
H  9.31  1.66  -4.03  0.45
H  8.47  1.69  -5.57  0.31
H  7.23  1.53  -2.78  0.20
H  7.32  0.20  -3.92  0.26
H  3.91  1.88  -3.88  0.32
H  4.98  1.72  -2.51  0.30
H  4.02  -0.54  -4.33  0.34
H  3.78  -0.32  -2.60  0.32
H  5.37  -0.74  -3.22  0.23
H  6.45  2.33  -6.26  0.41
H  4.75  2.07  -6.01  0.35
H  6.73  -0.27  -6.05  0.25
H  5.99  0.38  -7.51  0.38
H  4.98  -0.35  -6.26  0.27
C  -5.79  -2.41  6.10  -1.46
C  -5.90  -1.63  4.79  -0.25
N  -6.05  -2.49  3.63  0.12
C  -5.87  -1.79  2.37  -0.46
C  -6.88  -0.70  2.00  -1.04
C  -7.15  -3.44  3.68  -0.75
C  -8.57  -2.88  3.88  -0.95
H  -4.98  -3.14  6.04  0.33
H  -5.57  -1.72  6.92  0.44
H  -6.71  -2.93  6.35  0.30
H  -4.98  -1.06  4.65  0.38
H  -6.71  -0.89  4.89  0.24
H  -5.84  -2.54  1.57  0.30
H  -4.88  -1.33  2.40  0.18
H  -7.84  -1.11  1.68  0.31
H  -6.49  -0.11  1.17  0.40
H  -7.06  -0.01  2.82  0.23
H  -6.95  -4.14  4.49  0.42
H  -7.12  -4.03  2.77  0.35
H  -8.60  -2.11  4.66  0.25
H  -9.24  -3.68  4.18  0.37
H  -8.97  -2.44  2.97  0.27

Entry 5:
The following is a DFT calculation (ωB97M-V with the def2-TZVPD basis set) of a 2-piece molecular cluster, C2H4IN overall.

## Properties
relative energy (zero: lowest compared OMol25 entry of this formula, charge and spin): 148.93 kJ/mol
charge: 0
HOMO-LUMO gap: 9.19 eV
structure (SMILES): C=C=N.I
HOMO level: -0.3306 Eh

Last column: Mulliken charge in e.
Geometry (Å):
C  0.22  1.28  0.72  0.50
C  1.28  0.60  0.98  -0.76
N  -0.91  1.74  0.84  -0.45
I  -0.74  -3.72  -2.77  -0.11
H  2.02  0.92  1.77  0.23
H  -2.02  -2.81  -2.07  0.11
H  1.52  -0.35  0.41  0.21
H  -1.37  2.35  0.13  0.27

Entry 6:
The following is a DFT calculation (ωB97M-V with the def2-TZVPD basis set) of C6H8Cl2O4S as an isolated structure.

## Properties
relative energy (zero: lowest compared OMol25 entry of this formula, charge and spin): 447.11 kJ/mol
charge: 0
HOMO-LUMO gap: 10.55 eV
HOMO level: -0.3685 Eh

Last column: Mulliken charge in e.
Geometry (Å):
C  -1.63  0.75  -0.57  0.07
C  -1.85  -0.44  -0.77  -0.64
C  -1.82  -1.94  -1.29  0.18
C  -0.50  -2.54  -0.58  -0.32
O  0.54  -2.67  -1.58  -0.31
S  0.19  -1.69  -2.88  1.09
O  0.80  -2.40  -4.00  -0.56
O  0.58  -0.30  -2.72  -0.47
O  -1.47  -1.83  -2.71  -0.34
H  -1.17  1.81  -0.47  0.36
H  -2.79  -2.47  -1.10  0.38
H  -0.84  -3.51  -0.08  0.30
H  -0.15  -1.77  0.17  0.26
Cl  1.47  0.98  3.89  -0.18
C  1.93  2.18  2.65  -0.47
C  0.72  2.79  1.97  -0.48
Cl  -0.15  1.61  0.95  -0.11
H  2.58  1.69  1.93  0.31
H  2.50  2.95  3.16  0.32
H  1.04  3.60  1.32  0.31
H  0.02  3.20  2.70  0.32